ORCA calculation (ωB97M-V with the def2-TZVPD basis set) on C18H19N3O3S3 in the gas phase.

SMILES: O=C(CCc1nc2ccccc2s1)N1CCN(S(=O)(=O)c2cccs2)CC1
Relative energy (zero: lowest compared OMol25 entry of this formula, charge and spin) (kcal per mole): 5.9

CARTESIAN COORDINATES (ANGSTROEM)
1 S 4.605 -0.502 1.855
2 S -4.152 1.621 0.026
3 S -4.531 -0.844 -1.651
4 O -4.090 3.040 -0.167
5 O -5.029 1.097 1.028
6 O 1.985 1.709 0.632
7 N -2.629 0.968 0.304
8 N 2.463 -1.644 0.963
9 N 0.060 0.622 1.014
10 C 5.558 -2.122 -1.727
11 C -4.963 -0.741 -3.313
12 C -2.250 0.904 1.699
13 C -4.528 0.868 -1.528
14 C 1.655 0.943 2.866
15 C 5.754 -1.432 -0.548
16 C -4.848 1.476 -2.703
17 C 4.680 -1.301 0.316
18 C 2.070 -0.522 3.095
19 C 3.244 -2.547 -1.184
20 C 3.418 -1.856 0.011
21 C -0.323 0.726 -0.379
22 C 2.909 -0.973 1.953
23 C 4.317 -2.672 -2.041
24 C -0.983 0.053 1.832
25 C -1.593 1.565 -0.513
26 C -5.099 0.545 -3.734
27 C 1.242 1.146 1.413
28 H 6.712 -1.002 -0.302
29 H -1.194 -0.962 1.475
30 H 2.630 -0.600 4.029
31 H 4.196 -3.205 -2.973
32 H -5.095 -1.638 -3.884
33 H 1.196 -1.173 3.145
34 H 2.279 -2.968 -1.417
35 H -5.368 0.823 -4.737
36 H 0.504 1.187 -0.920
37 H -0.506 -0.281 -0.769
38 H 6.380 -2.236 -2.418
39 H 2.523 1.587 3.025
40 H 0.873 1.239 3.564
41 H -0.690 0.009 2.877
42 H -4.896 2.544 -2.805
43 H -1.400 2.601 -0.200
44 H -3.085 0.459 2.240
45 H -2.060 1.912 2.098
46 H -1.942 1.575 -1.547

natural (NBO) population analysis, charges in e, atoms 1 to 4:
1. S 0.35
2. S 2.34
3. S 0.51
4. O -0.93


ORCA calculation (ωB97M-V with the def2-TZVPD basis set) on C10H6BrN5S2 in the gas phase.

SMILES: Nc1nc(-c2nccs2)nc(-c2nccs2)c1Br
Relative energy (zero: lowest compared OMol25 entry of this formula, charge and spin) (kcal per mole): 3.3

CARTESIAN COORDINATES (ANGSTROEM)
1 Br 2.663 -2.757 0.568
2 S -0.211 2.802 -2.954
3 S -1.551 -1.139 2.535
4 N 1.058 0.230 -1.762
5 N -0.179 0.291 0.196
6 N 0.955 -1.721 3.021
7 N -2.065 2.058 -1.191
8 N 2.744 -1.132 -2.017
9 C -0.822 1.813 -1.591
10 C 0.218 -2.084 4.119
11 C -2.612 3.026 -2.020
12 C 1.567 -1.297 -0.002
13 C 1.758 -0.742 -1.219
14 C -1.795 3.551 -2.968
15 C -1.127 -1.805 4.058
16 C 0.575 -0.690 0.761
17 C 0.047 0.767 -1.032
18 C 0.169 -1.218 2.084
19 H -2.134 4.249 -3.725
20 H 3.033 -2.119 -1.833
21 H 2.629 -0.817 -2.978
22 H -1.860 -2.033 4.825
23 H -3.667 3.259 -1.926
24 H 0.607 -2.490 5.051

natural (NBO) population analysis, charges in e, atoms 1 to 4:
1. Br 0.10
2. S 0.41
3. S 0.46
4. N -0.49


ORCA calculation (ωB97M-V with the def2-TZVPD basis set) on 2 unconnected molecules or ions with the total composition C3H9NS.

SMILES: C=N.CSC
Relative energy (zero: lowest compared OMol25 entry of this formula, charge and spin) (kcal per mole): 29.8

CARTESIAN COORDINATES (ANGSTROEM)
1 S -0.888 1.716 1.517
2 N 0.217 -1.518 -3.213
3 C 0.292 2.520 2.645
4 C -0.262 0.018 1.409
5 C -0.317 -2.517 -3.747
6 H 0.131 -0.244 0.427
7 H 1.293 2.130 2.545
8 H -1.329 -2.763 -3.436
9 H 0.526 -0.174 2.125
10 H -0.043 2.389 3.676
11 H 0.194 3.572 2.428
12 H -1.102 -0.627 1.618
13 H 1.164 -1.309 -3.518
14 H 0.125 -3.193 -4.476

natural (NBO) population analysis, charges in e, atoms 1 to 4:
1. S 0.16
2. N -0.59
3. C -0.73
4. C -0.74


ORCA calculation (ωB97M-V with the def2-TZVPD basis set) on C6H6O in the gas phase.

SMILES: C#CC[C@H](O)C#C
Relative energy (zero: lowest compared OMol25 entry of this formula, charge and spin) (kcal per mole): 104.3

CARTESIAN COORDINATES (ANGSTROEM)
1 O 1.418 1.172 -1.307
2 C -0.375 -2.254 0.749
3 C -0.394 -1.192 0.186
4 C 0.145 1.172 -0.698
5 C 0.215 1.359 0.761
6 C 0.191 0.833 1.848
7 C -0.602 -0.187 -0.852
8 H -0.374 -3.254 1.102
9 H -0.422 1.949 -1.218
10 H 2.028 0.715 -0.712
11 H -1.685 -0.032 -0.910
12 H 0.141 0.352 2.796
13 H -0.274 -0.682 -1.769

natural (NBO) population analysis, charges in e, atoms 1 to 4:
1. O -0.69
2. C -0.26
3. C 0.02
4. C 0.04


ORCA calculation (ωB97M-V with the def2-TZVPD basis set) on C4H7NO2 in the gas phase.

SMILES: C[C@@H](C=O)C(N)=O
Relative energy (zero: lowest compared OMol25 entry of this formula, charge and spin) (kcal per mole): 10.7

CARTESIAN COORDINATES (ANGSTROEM)
1 O -1.691 -0.141 1.055
2 O 1.100 -2.481 0.132
3 N -1.539 1.346 -0.647
4 C -1.076 0.311 0.104
5 C 0.194 -1.778 -0.240
6 C 0.280 -0.257 -0.289
7 C 1.368 0.265 0.651
8 H 0.521 0.007 -1.331
9 H -2.393 1.800 -0.361
10 H -1.012 1.741 -1.408
11 H 2.318 -0.232 0.440
12 H 1.088 0.046 1.686
13 H -0.760 -2.214 -0.599
14 H 1.494 1.347 0.542

natural (NBO) population analysis, charges in e, atoms 1 to 4:
1. O -0.61
2. O -0.51
3. N -0.82
4. C 0.68


ORCA calculation (ωB97M-V with the def2-TZVPD basis set) on 3 unconnected molecules or ions with the total composition C2H12NO3.

Net charge: +1
Relative energy (zero: lowest compared OMol25 entry of this formula, charge and spin) (kcal per mole): 19.9

CARTESIAN COORDINATES (ANGSTROEM)
1 O -0.083 -0.213 -3.077
2 O -0.848 -2.084 0.399
3 O -0.780 3.118 1.109
4 N -0.175 0.404 0.031
5 C 0.768 -0.219 1.006
6 C 0.482 -1.738 0.874
7 H -1.036 -0.083 0.142
8 H 0.621 -2.122 1.847
9 H -0.998 -3.053 0.330
10 H 0.261 0.178 -0.914
11 H 0.799 -0.189 -3.549
12 H 0.685 0.137 2.041
13 H 1.726 -0.056 0.624
14 H -1.301 3.741 0.581
15 H -0.404 3.709 1.837
16 H -0.524 -0.692 -3.768
17 H 1.117 -2.202 0.170
18 H -0.312 1.364 0.316

natural (NBO) population analysis, charges in e, atoms 1 to 4:
1. O -0.96
2. O -0.77
3. O -0.98
4. N -0.69


ORCA calculation (ωB97M-V with the def2-TZVPD basis set) on C2H4N4O in the gas phase.

SMILES: N/N=c1/cn[nH]o1
Relative energy (zero: lowest compared OMol25 entry of this formula, charge and spin) (kcal per mole): 104.2

CARTESIAN COORDINATES (ANGSTROEM)
1 O -0.431 -1.002 -0.017
2 N 2.254 -0.295 0.090
3 N -1.884 -0.895 -0.160
4 N -2.183 0.451 0.076
5 N 1.274 0.592 0.035
6 C -1.073 1.164 -0.075
7 C 0.027 0.297 -0.022
8 H -0.953 2.331 -0.027
9 H -2.167 -1.445 0.717
10 H 1.960 -1.222 -0.277
11 H 3.175 0.023 -0.339

natural (NBO) population analysis, charges in e, atoms 1 to 4:
1. O -0.39
2. N -0.62
3. N -0.14
4. N -0.23


ORCA calculation (ωB97M-V with the def2-TZVPD basis set) on 15 unconnected molecules or ions with the total composition C28H86O28.

CARTESIAN COORDINATES (ANGSTROEM)
1 O 2.734 -2.668 -0.910
2 O 4.358 1.009 -4.521
3 O 2.156 2.979 -1.327
4 O -2.951 2.733 3.969
5 O -4.093 5.761 -2.520
6 O -4.845 -0.509 1.124
7 O 0.360 -1.770 0.316
8 O -1.900 0.338 0.295
9 O 1.810 -6.101 3.540
10 O 2.161 4.019 1.517
11 O 2.826 -4.962 1.004
12 O -0.388 1.249 -5.891
13 O 0.706 3.316 -3.707
14 O -6.191 -3.669 2.503
15 O -2.837 -2.378 -3.360
16 O -1.952 -3.411 0.051
17 O -0.099 -2.065 -3.803
18 O -2.388 4.267 -0.732
19 O 2.338 1.715 3.226
20 O 5.723 -1.278 1.499
21 O -2.993 1.821 -1.719
22 O 3.705 0.919 0.499
23 O 2.715 -1.171 -3.205
24 O 3.640 -0.806 3.365
25 O -0.593 3.796 1.235
26 O -2.485 0.325 4.771
27 O 0.188 -4.803 1.305
28 O -1.862 -2.694 4.621
29 C 2.214 -0.700 3.295
30 C 2.509 4.292 -0.921
31 C -2.724 5.777 -2.630
32 C -0.455 2.446 -3.755
33 C 0.482 -6.400 3.055
34 C -1.106 2.210 -5.148
35 C -0.363 -5.205 2.584
36 C 5.919 0.051 1.132
37 C -1.529 -1.699 3.656
38 C -5.025 -1.926 1.139
39 C -2.809 -2.303 -1.985
40 C -2.041 5.553 -1.277
41 C -0.057 -3.167 -4.683
42 C 4.983 0.582 0.071
43 C 3.326 1.075 -3.561
44 C -0.523 0.589 0.367
45 C 3.921 -3.306 -0.449
46 C 3.121 4.380 0.473
47 C -1.084 3.487 2.557
48 C 1.732 0.663 3.886
49 C 0.338 -0.526 -0.336
50 C -2.594 -0.639 3.735
51 C -4.360 1.851 -2.049
52 C 2.225 0.033 -3.763
53 C -6.107 -2.255 2.190
54 C 3.716 -3.883 0.967
55 C -2.592 3.099 2.622
56 C -2.112 -3.516 -1.373
57 H 4.318 -4.112 -1.066
58 H 3.793 0.995 -2.579
59 H -2.313 6.332 -0.565
60 H -0.516 2.619 2.890
61 H 3.761 -0.840 4.316
62 H 5.012 -1.285 2.144
63 H 3.943 3.666 0.421
64 H -2.769 2.333 1.867
65 H -0.151 -4.334 3.204
66 H 2.507 3.224 1.930
67 H -4.497 2.813 -2.543
68 H 1.671 -1.412 3.916
69 H 5.814 0.632 2.048
70 H -1.442 -2.645 0.322
71 H -5.473 -4.030 3.028
72 H -0.469 -4.229 0.903
73 H 2.900 2.055 -3.773
74 H -1.236 2.955 -3.190
75 H 1.105 -2.307 0.037
76 H -2.304 0.812 -0.436
77 H -1.024 -3.431 -5.113
78 H 4.948 -0.033 -0.829
79 H 3.144 4.770 -1.667
80 H -1.970 -2.109 -3.674
81 H 0.662 0.802 3.733
82 H 3.410 -3.091 1.651
83 H -5.894 -1.810 3.162
84 H -1.466 -2.196 2.688
85 H 1.319 -0.051 -0.351
86 H -5.357 -2.336 0.185
87 H 2.345 -6.066 2.743
88 H -2.422 4.975 -3.304
89 H 1.969 -0.105 -4.814
90 H -3.173 3.549 4.424
91 H 0.355 3.920 1.319
92 H -0.209 0.545 1.410
93 H -2.566 -0.125 2.774
94 H -4.083 -2.431 1.354
95 H 1.857 -0.799 2.270
96 H 1.389 0.322 -3.126
97 H 4.794 -2.654 -0.418
98 H -2.063 1.709 -5.004
99 H 1.140 3.198 -2.859
100 H -2.357 -1.335 -1.770
101 H -0.962 5.609 -1.421
102 H -7.056 -1.876 1.812
103 H 3.524 -1.349 -3.691
104 H -4.667 1.085 -2.761
105 H -1.030 4.344 3.229
106 H 2.012 0.673 4.940
107 H 1.524 4.759 -0.916
108 H -0.531 -1.269 3.742
109 H 4.699 -4.276 1.227
110 H -0.320 1.485 -3.259
111 H -4.186 6.498 -1.911
112 H 2.886 -2.107 -1.674
113 H 0.481 -7.173 2.287
114 H 6.950 0.193 0.808
115 H 0.633 -2.881 -5.477
116 H 3.617 0.818 1.449
117 H 3.546 5.369 0.641
118 H -1.839 4.071 0.031
119 H -1.933 -2.258 5.473
120 H 1.916 -4.658 1.030
121 H 5.468 1.509 -0.238
122 H -3.563 -1.138 3.715
123 H -1.127 -3.706 -1.800
124 H -0.091 -0.735 -1.316
125 H -3.158 3.999 2.383
126 H -2.727 2.740 -1.641
127 H -5.063 1.892 -1.217
128 H 3.193 1.759 3.660
129 H -2.419 6.709 -3.107
130 H 2.663 2.320 -0.848
131 H 0.249 -4.061 -4.140
132 H 0.812 -1.925 -3.535
133 H -3.801 -2.083 -1.589
134 H -2.618 -4.463 -1.556
135 H 4.837 0.182 -4.426
136 H -2.572 1.179 4.340
137 H -0.045 -6.905 3.865
138 H 0.286 1.705 -6.400
139 H -0.287 1.562 -0.063
140 H -1.430 -5.393 2.471
141 H -1.210 3.126 -5.730
142 H -3.913 -0.307 1.014

Mulliken population analysis, charges in e, atoms 1 to 4:
1. O -0.21
2. O -0.60
3. O 0.42
4. O -0.57


The calculation returns the following frontier orbital gap values, one per record and in order: 9.21 8.40 9.38 10.71 10.65 11.80 8.39 9.10 eV.
The calculation returns the following LUMO energy values, one per record and in order: 0.0154 -0.0153 0.0415 0.0330 0.0239 -0.1073 0.0146 -0.0116 Ha.
The calculation returns the following max |F| values, one per record and in order: 1.04 3.42 1.13 1.00 0.55 2.51 3.74 2.17 eV/Å.